# C20H31NO4

An isolated molecule of C20H31NO4 (wB97M-V/def2-TZVPD, the OMol25 dataset).

Element x y z (Å)
C 1.954 2.431 -2.088
C 1.959 2.375 -0.567
O 1.517 1.106 -0.091
C 0.198 0.917 0.012
O -0.617 1.758 -0.269
C -0.117 -0.459 0.589
C 0.332 -0.421 2.062
C -0.426 0.603 2.911
C 0.424 1.102 4.088
C 1.583 1.919 3.591
C 2.871 1.402 3.561
C 3.921 2.146 3.049
C 3.694 3.421 2.561
C 2.414 3.949 2.593
C 1.368 3.202 3.102
C -1.608 -0.775 0.453
C -2.010 -0.977 -1.004
N -1.214 -2.027 -1.622
C -1.677 -2.362 -2.952
C -3.018 -3.105 -2.931
O -4.140 -2.248 -2.841
C -3.183 -3.987 -4.181
O -4.434 -4.619 -4.183
C 0.189 -1.661 -1.604
C 0.671 -1.539 -0.163
H 2.560 1.625 -2.496
H 0.937 2.334 -2.459
H 2.359 3.383 -2.420
H 1.307 3.153 -0.156
H 2.968 2.492 -0.166
H 1.397 -0.178 2.072
H 0.212 -1.418 2.493
H -1.348 0.161 3.293
H -0.702 1.461 2.296
H 0.784 0.248 4.665
H -0.202 1.715 4.739
H 3.058 0.410 3.947
H 4.917 1.729 3.031
H 4.512 4.003 2.161
H 2.232 4.946 2.218
H 0.371 3.619 3.123
H -2.202 0.040 0.864
H -1.822 -1.687 1.012
H -3.059 -1.270 -1.046
H -1.894 -0.023 -1.548
H -1.771 -1.467 -3.599
H -0.934 -3.023 -3.405
H -3.070 -3.732 -2.036
H -4.077 -1.582 -3.538
H -2.423 -4.769 -4.209
H -3.075 -3.357 -5.081
H -5.060 -4.005 -3.771
H 0.758 -2.445 -2.111
H 0.368 -0.708 -2.137
H 1.736 -1.306 -0.147
H 0.513 -2.497 0.336

Results
HOMO level   -8.7 eV
HOMO-LUMO gap   9.5 eV
Molar mass   349.5 g/mol
Total charge   0
SMILES   CCOC(=O)C1(CCCc2ccccc2)CCN(C[C@@H](O)CO)CC1
LUMO level   0.797 eV



# C20H32Cl8FNO4S

A 5-piece molecular cluster, C20H32Cl8FNO4S overall (wB97M-V/def2-TZVPD, the OMol25 dataset).

Element x y z (Å)
C 1.803 -2.164 -1.126
C 2.351 -0.586 -1.109
F 2.995 -0.326 -2.418
C 1.054 0.419 -0.800
C 0.871 1.603 -1.916
C 0.252 1.129 -3.355
C -0.752 -0.162 -3.303
C -2.069 0.011 -2.341
N -3.289 0.593 -3.017
C -4.316 1.111 -2.017
C -4.352 0.280 -0.597
C -3.936 1.146 0.770
C -3.905 0.354 2.222
C -4.284 -1.252 2.283
C -4.710 -2.154 0.941
C -4.737 -1.344 -0.514
O -5.056 -1.996 -1.814
C 0.029 2.925 -1.378
C 0.675 3.640 -0.052
O 1.807 2.900 0.535
S 1.236 1.316 0.877
O -0.173 1.348 1.588
O 2.183 0.582 1.859
H 2.666 -2.937 -0.857
H 1.452 -2.476 -2.224
H 0.949 -2.348 -0.328
H 3.171 -0.550 -0.275
H 0.135 -0.291 -0.663
H 1.969 2.012 -2.146
H -0.219 2.058 -3.915
H 1.182 0.800 -4.028
H -0.185 -1.163 -3.004
H -1.130 -0.350 -4.418
H -1.702 0.632 -1.390
H -2.373 -1.093 -2.001
H -3.066 1.382 -3.662
H -4.006 2.237 -1.773
H -5.419 1.123 -2.427
H -3.630 2.289 0.721
H -3.573 0.971 3.182
H -4.237 -1.830 3.302
H -4.948 -3.315 1.002
H -4.613 -2.904 -1.869
H -1.103 2.716 -1.166
H 0.053 3.704 -2.282
H -0.189 3.819 0.749
H 1.012 4.738 -0.376
Cl -0.470 4.223 4.823
C 0.992 3.340 4.367
Cl 2.307 3.654 5.506
H 0.774 2.269 4.362
H 1.303 3.657 3.369
Cl 5.616 -0.503 2.028
C 5.047 0.504 3.364
Cl 6.291 1.654 3.869
H 4.162 1.058 3.041
H 4.791 -0.138 4.211
Cl -2.270 -3.743 -3.470
C -0.808 -4.627 -3.926
Cl 0.507 -4.312 -2.787
H -1.026 -5.697 -3.931
H -0.497 -4.309 -4.925
Cl 4.030 -2.330 5.264
C 5.492 -3.214 4.808
Cl 6.807 -2.899 5.947
H 5.274 -4.284 4.803
H 5.803 -2.896 3.809

Results
HOMO level   -8.2 eV
HOMO-LUMO gap   8.3 eV
Molar mass   685.2 g/mol
Total charge   0
SMILES   C[C@@H](F)[C@@H]1[C@@H](CCCNCc2ccccc2O)CCOS1(=O)=O.ClCCl.ClCCl.ClCCl.ClCCl
LUMO level   0.097 eV



# C20H32ClN3O2S

An isolated molecule of C20H32ClN3O2S (wB97M-V/def2-TZVPD, the OMol25 dataset).

Element x y z (Å)
C -5.980 5.620 -1.038
C -4.481 5.481 -1.271
C -4.018 4.030 -1.259
C -2.518 3.877 -1.478
C -2.049 2.414 -1.464
C -0.862 2.203 -0.540
N -0.451 0.809 -0.541
C 0.669 0.405 0.103
O 1.463 1.182 0.596
C 0.819 -1.122 0.201
C 0.211 -1.523 1.534
C 0.815 -1.107 2.713
C 0.270 -1.437 3.949
C 0.934 -0.980 5.219
C -0.898 -2.193 3.989
C -1.494 -2.601 2.810
Cl -2.952 -3.549 2.873
C -0.953 -2.277 1.577
N 2.207 -1.536 0.103
C 2.308 -2.984 0.285
C 3.678 -3.584 -0.034
C 3.795 -4.155 -1.445
S 3.908 -2.973 -2.765
N 5.302 -2.396 -2.571
O 3.486 -3.596 -4.005
C 2.636 -1.760 -2.388
C 2.891 -1.013 -1.074
H -6.292 6.665 -1.049
H -6.546 5.095 -1.809
H -6.266 5.197 -0.073
H -4.213 5.936 -2.229
H -3.935 6.038 -0.504
H -4.288 3.570 -0.302
H -4.559 3.470 -2.030
H -2.235 4.354 -2.419
H -1.995 4.432 -0.692
H -2.872 1.774 -1.127
H -1.788 2.079 -2.471
H -0.011 2.811 -0.853
H -1.116 2.519 0.477
H -1.123 0.115 -0.825
H 0.205 -1.580 -0.596
H 1.719 -0.513 2.651
H 0.365 -1.282 6.096
H 1.938 -1.400 5.303
H 1.034 0.106 5.232
H -1.346 -2.465 4.937
H -1.432 -2.620 0.669
H 2.057 -3.198 1.324
H 1.548 -3.513 -0.321
H 4.480 -2.871 0.158
H 3.842 -4.420 0.648
H 4.705 -4.743 -1.570
H 2.937 -4.782 -1.692
H 5.514 -1.675 -3.255
H 2.688 -1.091 -3.249
H 1.672 -2.270 -2.428
H 2.608 0.031 -1.187
H 3.966 -1.003 -0.892

Results
HOMO level   -9.0 eV
HOMO-LUMO gap   9.4 eV
Molar mass   414.0 g/mol
Total charge   0
SMILES   CCCCCCNC(=O)[C@H](c1cc(C)cc(Cl)c1)N1CCC[S@@](=N)(=O)CC1
LUMO level   0.421 eV



# C20H32CoFN7SSi

C20H32CoFN7SSi as an isolated structure (wB97M-V/def2-TZVPD, the OMol25 dataset).

Element x y z (Å)
Co 0.146 -0.091 -0.531
C 0.432 -3.990 1.891
Si 0.061 -3.455 0.179
C -1.466 -4.404 -0.504
C 1.546 -3.669 -1.148
N -0.408 -1.663 0.290
C -1.545 -1.450 1.169
C -2.859 -1.285 0.580
C -3.888 -0.942 1.439
C -3.758 -0.834 2.771
C -2.469 -0.876 3.374
C -1.392 -1.143 2.495
F -0.153 -1.197 3.106
H 0.757 -5.047 1.772
H -0.421 -3.845 2.564
H 1.252 -3.346 2.393
H -1.294 -5.490 -0.298
H -1.636 -4.334 -1.581
H -2.421 -4.127 0.050
H 1.447 -3.045 -1.990
H 1.416 -4.700 -1.544
H 2.523 -3.532 -0.723
H -2.948 -1.561 -0.427
H -4.908 -0.919 1.050
H -4.670 -0.778 3.386
H -2.398 -0.705 4.451
N 4.213 1.020 2.843
C 3.810 0.921 1.413
C 2.748 -0.162 1.356
N 2.228 -0.532 0.036
H 3.425 1.401 3.419
H 4.989 1.628 2.915
H 4.489 0.041 3.094
H 4.624 0.592 0.849
H 3.436 1.872 1.059
H 1.851 0.034 2.022
H 3.257 -1.047 1.824
H 2.215 -1.574 -0.031
H 2.930 -0.217 -0.625
N 3.648 4.973 -2.566
C 2.795 4.545 -1.885
C 1.918 3.820 -1.091
C 1.210 4.568 -0.069
C 0.128 3.980 0.592
C -0.148 2.608 0.356
N 0.475 1.925 -0.591
C 1.541 2.520 -1.253
H 1.382 5.637 0.007
H -0.619 4.457 1.207
H -0.834 2.016 0.996
H 1.844 1.873 -2.077
S -0.378 -0.671 -2.870
C -1.617 0.523 -3.072
N -1.623 1.416 -4.103
C -2.575 2.493 -3.855
C -3.187 2.160 -2.505
N -2.573 0.851 -2.172
H -0.933 1.355 -4.841
H -3.288 2.667 -4.704
H -1.983 3.438 -3.774
H -4.261 2.098 -2.692
H -2.978 2.995 -1.785
H -3.101 0.203 -1.643

Results
HOMO level (spin up / spin down)   -17.0 / -17.2 eV
HOMO-LUMO gap (spin up / spin down)   8.2 / 6.7 eV
Molar mass   508.6 g/mol
Total charge   +3
Spin multiplicity   5
LUMO level (spin up / spin down)   -8.779 / -10.422 eV
<S²>   6.02



Number 1: DFT total energy -30923.8584 eV. Number 2: DFT total energy -144656.1384 eV. Number 3: DFT total energy -53181.8840 eV. Number 4: DFT total energy -90720.9094 eV.